11
Properties=species:S:1:pos:R:3:forces:R:3:nbo_charge:R:1 method="wB97M-V/def2-TZVPD" total_charge=+1 gap_ev=5.681 homo_ev=-16.2 multiplicity=1 relative_energy_ev=6.526 lumo_energy_ev=-10.5 e_tot_ha=-135.2610
C 2.035 -0.519 0.188 0.49 2.71 -2.40 -0.84
N -0.786 0.286 -0.670 -0.45 0.29 3.18 0.14
C -1.885 0.422 0.169 -0.31 1.65 -3.20 -0.59
H 2.549 -1.383 -0.125 1.23 -0.66 -0.74 0.23
H 2.664 0.448 0.269 -0.82 -1.81 -0.31 0.23
H 1.198 -0.350 -0.536 1.14 -0.28 0.90 0.18
H -0.821 0.502 -1.655 -0.94 0.00 -1.14 0.39
H 1.704 -0.782 1.116 -1.35 -0.31 2.64 0.21
H -2.774 0.794 -0.339 -0.15 0.23 -0.18 0.26
H -2.280 -0.512 0.567 0.57 -1.05 0.88 0.41
H -1.604 1.092 1.016 0.58 -0.78 0.36 0.38